A 2-piece molecular cluster, C3H6O2 overall at a distorted geometry, computed with the ωB97M-V functional and the def2-TZVPD basis.

```
11
Properties=species:S:1:pos:R:3:forces:R:3
C 1.7456 -0.9981 -0.7476 -2.282 2.486 -0.371
C 2.0168 0.0772 0.0715 -0.483 -1.660 0.416
O 1.1912 0.4572 1.1997 2.643 1.044 -2.227
H 2.5251 -1.5488 -1.2304 0.514 0.484 -0.637
H 0.6858 -1.0877 -1.2797 2.029 -0.555 2.180
H 2.9535 0.7029 0.0490 -0.575 -1.377 0.217
H 1.8925 1.0610 1.5666 -1.837 -0.462 0.381
C -1.9903 0.2021 -0.1518 -1.727 -0.482 -0.195
O -3.1818 0.1411 -0.4828 3.368 0.273 0.093
H -1.7335 0.1916 0.9162 -0.009 0.126 0.147
H -1.0313 0.2070 -0.7893 -1.640 0.123 -0.003
```
Forces are in eV/Å.

The strongest force on any atom is 3.61 eV Å⁻¹. The LUMO energy comes out at 0.47 eV. The calculation puts the total energy at -7299.7562 eV. The SMILES is C=CO.C=O. The spin multiplicity is 1. The HOMO energy is -9.14 eV. The calculation puts the energy above the lowest of the compared OMol25 structures with the same formula, charge and spin at 378.4 kJ/mol. As for the molar mass: 74.08 g/mol.

---

A 2-piece molecular cluster, C4H7NO2 overall, computed with the ωB97M-V functional and the def2-TZVPD basis.

```
14
Properties=species:S:1:pos:R:3:forces:R:3
O 2.1476 0.0765 0.4877 0.029 -0.151 -0.010
C 0.8066 0.1485 0.8393 -0.160 0.046 -0.041
C -0.0349 1.2539 0.3007 -0.210 -0.066 0.029
N -1.1952 0.7131 0.0198 0.142 0.161 0.035
C -1.2858 -0.6635 0.1153 0.053 -0.090 -0.009
C 0.0094 -1.1235 0.4648 0.014 -0.150 0.112
O 0.5493 -2.2263 0.5022 -0.188 0.288 -0.054
H 2.3118 -0.8832 0.4206 0.076 0.130 -0.033
H 0.6731 0.2239 1.9423 -0.009 -0.017 -0.097
H 0.1253 2.3225 0.2948 -0.032 -0.143 0.002
H 0.2169 0.3470 -2.4748 -0.005 -0.054 -0.017
H -1.9931 1.2732 -0.2574 0.114 -0.067 0.028
H -0.1804 -0.2783 -2.3897 0.062 0.042 -0.013
H -2.1506 -1.1836 -0.2655 0.115 0.070 0.066
```
Forces are in eV/Å.

The strongest force on any atom is 0.35 eV Å⁻¹. The LUMO energy (spin up / spin down) comes out at 0.11 / 0.11 eV. The calculation puts the total energy at -9843.7898 eV. The spin multiplicity is 1. The HOMO energy (spin up / spin down) is -7.91 / -7.91 eV. The calculation puts the energy above the lowest of the compared OMol25 structures with the same formula, charge and spin at 336.7 kJ/mol. As for the molar mass: 101.10 g/mol.